Molecular formula: C10H19N3O5
Method: DFT, wB97M-V/def2-TZVPD

Last column: natural (NBO) charge in e.
Atoms and positions in Å:
O 1.9259 -1.2340 -0.6811  -0.692
O -2.2930 -0.2499 -1.1620  -0.667
O -0.2325 0.3175 3.3786  -0.653
O -1.1425 0.5134 -4.0591  -0.732
O -0.2049 2.5627 1.8746  -0.739
C 2.0701 -0.3996 -1.6296  0.681
C -1.0522 -0.2202 -1.1305  0.663
C -0.2525 -0.2896 2.3292  0.659
N 0.4276 -1.4766 2.1807  -0.608
N 1.0533 -0.1735 -2.5252  -0.623
N -0.3854 0.2090 -0.0733  -0.623
C 3.4889 0.2376 -1.8425  -0.720
C 1.2321 -2.0077 3.2513  -0.417
C -1.0751 -0.8391 -3.5789  -0.091
C -2.3949 2.0866 2.4364  -0.643
C -0.3130 -0.8264 -2.3133  -0.134
C -1.0722 0.3477 1.2498  -0.156
C -1.3228 1.8415 1.4765  0.111
H -2.0450 0.6050 -4.3780  0.486
H 0.3096 2.0489 2.5828  0.492
H 0.5080 -1.9921 1.3010  0.416
H 1.1375 0.5691 -3.2818  0.439
H 0.6179 -0.1284 -0.1419  0.432
H 4.2342 -0.0694 -1.0324  0.251
H 3.5717 1.3667 -1.8082  0.245
H 3.8939 -0.2133 -2.7839  0.238
H 1.5286 -3.0280 2.9755  0.204
H 2.0432 -1.3170 3.1469  0.215
H 0.5636 -2.0319 4.1116  0.222
H -2.0449 -1.1913 -3.2743  0.225
H -0.4940 -1.5477 -4.3205  0.174
H -2.3013 1.4944 3.2897  0.231
H -3.2451 1.5065 2.1001  0.195
H -2.6624 3.1505 2.3786  0.227
H -0.2482 -1.8459 -1.8638  0.250
H -2.0641 -0.0886 1.2956  0.255
H -1.7599 2.3131 0.5213  0.188

The HOMO energy is -9.410 eV. The spin multiplicity is 1. As for the total charge: 0. The value obtained for the largest force on an atom is 0.068 hartree/bohr. The calculation puts the molar mass at 261.28 g/mol. The orbital gap is 9.94 eV.

Molecular formula: C2H5NO3S
Method: DFT, wB97M-V/def2-TZVPD

Last column: natural (NBO) charge in e.
Atoms and positions in Å:
C -0.4117 1.2703 -1.9214  0.055
C 0.2980 -1.6727 1.1390  -0.263
N -0.6229 1.0566 -0.7202  -0.672
O -2.6371 -0.5555 -1.1078  -0.885
O -1.9869 0.3036 1.1342  -0.884
O -0.3111 -1.3564 -0.1295  -0.694
S -1.6102 -0.1421 -0.1597  2.398
H -0.8547 0.7430 -2.7635  0.177
H 0.3523 2.0365 -2.2417  0.182
H 1.0016 -0.8048 1.4041  0.182
H 1.0117 -2.4657 0.8546  0.203
H -0.3074 -1.9510 1.9681  0.201

The HOMO energy is -10.850 eV. The spin multiplicity is 1. As for the total charge: 0. The value obtained for the largest force on an atom is 0.070 hartree/bohr. The calculation puts the molar mass at 123.13 g/mol. The orbital gap is 10.87 eV.

Molecular formula: C9H19N2OS2
Method: DFT, wB97M-V/def2-TZVPD

Last column: natural (NBO) charge in e.
Atoms and positions in Å:
C 0.6238 -1.1495 0.9160  0.657
C -2.8891 0.5539 -0.4193  -0.396
C -1.8026 1.4059 0.2592  -0.417
C -2.7700 -0.8780 0.1570  -0.396
C -0.4780 0.8986 -0.2143  -0.452
C -1.4279 -1.5179 -0.4349  -0.431
C -0.1576 -0.6062 -0.2912  0.064
C 0.6729 -1.4556 3.3579  -0.419
C 4.0504 1.8947 -1.7311  -0.488
N 0.1331 -0.9466 2.1015  -0.574
N 0.7863 -0.7065 -1.5117  -0.757
O 1.7096 -1.6514 0.6681  -0.644
S 2.4888 1.9558 -2.0668  -0.040
S 5.2488 2.8329 -2.4866  0.217
H -3.8254 1.0711 -0.2658  0.231
H -2.7678 0.4973 -1.5899  0.191
H -1.9621 2.4331 -0.3170  0.231
H -2.0522 1.5517 1.2365  0.215
H -2.7433 -0.8184 1.2558  0.197
H -3.6547 -1.4872 -0.1726  0.241
H -0.2428 1.5478 -1.1879  0.243
H 0.2553 1.2626 0.4636  0.232
H -1.4628 -2.4867 0.0178  0.246
H -1.5884 -1.5610 -1.5229  0.210
H 0.1756 -0.8237 4.1817  0.220
H 0.4595 -2.4251 3.6438  0.217
H 1.7444 -1.4683 3.3886  0.234
H 4.6233 1.2219 -1.0267  0.241
H -0.6624 -0.3570 2.1029  0.401
H 0.3576 -0.6918 -2.4532  0.440
H 1.4837 0.0753 -1.4279  0.455
H 1.2786 -1.6653 -1.2702  0.480
H 4.3955 3.4936 -3.3601  0.151

The HOMO energy is -12.427 eV. The spin multiplicity is 1. As for the total charge: +1. The value obtained for the largest force on an atom is 0.126 hartree/bohr. The calculation puts the molar mass at 235.40 g/mol. The orbital gap is 8.90 eV.

Molecular formula: C26H31FeN2S
Method: DFT, wB97M-V/def2-TZVPD

Last column: natural (NBO) charge in e.
Atoms and positions in Å:
C -2.7472 -3.3751 1.7063  -0.612
C -1.9874 -2.1228 1.2462  -0.058
C -2.2119 -1.9806 -0.2660  -0.613
C -2.5869 -0.9263 2.0065  -0.608
C -0.4911 -2.2715 1.6771  -0.075
C 0.1346 -3.6266 1.3795  -0.430
C 1.5345 -3.7185 1.9249  -0.231
N 2.2645 -2.4825 1.6806  -0.312
C 3.6525 -2.4506 1.8451  0.207
C 4.1938 -1.2367 1.4531  -0.264
C 5.5872 -1.0897 1.4103  -0.407
C 6.4076 -2.2121 1.6046  -0.168
C 5.8463 -3.4473 1.9690  -0.321
C 4.4609 -3.5342 2.1942  -0.430
S 2.9285 -0.0957 1.0420  0.306
C 1.6510 -1.3147 1.3172  -0.021
N 0.3599 -1.1914 1.1697  -0.479
H -2.5350 -3.5768 2.7660  0.203
H -3.8284 -3.2242 1.6047  0.202
H -2.4776 -4.2480 1.0965  0.202
H -1.5606 -1.2469 -0.7472  0.230
H -2.0960 -2.9508 -0.7604  0.197
H -3.2472 -1.6460 -0.4382  0.198
H -1.8685 -0.1124 2.1285  0.226
H -3.4636 -0.5297 1.4783  0.199
H -2.9033 -1.2522 3.0052  0.198
H -0.5298 -2.1699 2.7893  0.151
H -0.4532 -4.4060 1.8761  0.207
H 0.1370 -3.8107 0.2929  0.202
H 1.5295 -3.9035 3.0079  0.177
H 2.0840 -4.5410 1.4552  0.211
H 5.9940 -0.1010 1.2232  0.194
H 7.4878 -2.1313 1.4897  0.190
H 6.4801 -4.3270 2.0785  0.187
H 4.0263 -4.4348 2.6174  0.194
C -0.5213 1.3251 0.3090  -0.722
C -1.8124 1.6757 -0.2779  -0.098
C -2.0069 2.1132 -1.6066  -0.093
C -3.1509 2.8865 -2.1192  -0.251
C -3.0269 3.0096 -3.5460  -0.234
C -1.7658 2.4409 -3.9451  -0.239
C -1.0996 1.9505 -2.7524  -0.241
Fe -1.4729 3.8225 -2.5685  0.101
C -0.0166 4.5296 -1.3999  -0.247
C -1.1365 5.4496 -1.4724  -0.266
C -1.3534 5.7852 -2.8714  -0.272
C -0.3680 5.0696 -3.6635  -0.260
C 0.4573 4.2952 -2.7530  -0.239
H -0.5122 1.5086 1.3953  0.217
H -0.2764 0.2564 0.2188  0.306
H 0.3087 1.8650 -0.1716  0.206
H -2.6762 1.7351 0.3711  0.183
H -3.9939 3.1672 -1.5157  0.226
H -3.7875 3.3902 -4.2257  0.226
H -1.4064 2.3536 -4.9657  0.230
H -0.1188 1.4735 -2.6821  0.243
H 0.4658 4.1933 -0.4834  0.246
H -1.6238 5.9116 -0.6174  0.231
H -2.0323 6.5529 -3.2358  0.228
H -0.2026 5.1884 -4.7327  0.230
H 1.3574 3.7395 -3.0121  0.238

The HOMO energy (alpha / beta) is -0.119 / -4.413 eV. The spin multiplicity is 5. As for the total charge: -1. The value obtained for the largest force on an atom is 0.080 hartree/bohr. The expectation value of S² is 6.06. The calculation puts the molar mass at 459.46 g/mol. The orbital gap (alpha / beta) is 2.65 / 5.71 eV.

Energy above the lowest of the compared OMol25 structures with the same formula, charge and spin values (in eV) by entry order: 2.7640 3.0861 0.0000 1.3560.